[1]
Below is a molecular structure, C4H10N2OS at a distorted geometry, with properties calculated with ωB97M-V/def2-TZVPD.

Last column: Löwdin charge in e.
Atoms and positions in Å:
C1 -0.2891 1.6911 -1.1463  -0.208
C2 0.7738 0.2530 0.4084  -0.397
C3 0.8456 -0.1181 1.8998  -0.093
C4 0.3198 -1.0728 -0.3757  -0.575
H1 0.6556 2.3843 -1.4947  0.136
H2 -1.3898 2.2368 -1.1758  0.136
H3 -0.4568 0.7556 -1.7422  0.074
H4 1.8456 0.4906 0.0963  0.141
H5 2.1767 -0.5988 1.8161  0.180
H6 -0.1326 -0.9356 2.4152  0.154
H7 0.7972 0.8825 2.5720  0.098
H8 2.0230 -1.8068 -1.0767  0.114
H9 -1.2662 -2.1482 -0.8451  0.147
H10 -3.2601 0.2952 -0.4604  -0.035
N1 0.9271 -1.9847 -0.9616  0.111
N2 -1.0334 -1.0795 -0.5514  -0.367
O1 -0.1777 1.2897 0.1070  -0.282
S1 -2.3587 -0.5342 0.5152  0.667

The molar mass comes out at 134.20 Da. The HOMO energy comes out at -8.964 eV. The energy above the lowest of the compared OMol25 structures with the same formula, charge and spin is 151.9 kcal per mole. The calculation puts the LUMO energy at 0.43 eV. As for the orbital gap: 9.393 eV. The energy is -20167.3340 eV.


[2]
Below is a molecular structure, C25H69AlF4N8O15S4 at a distorted geometry, with properties calculated with ωB97M-V/def2-TZVPD.

Last column: Löwdin charge in e.
Atoms and positions in Å:
Al1 0.8833 -1.7040 -2.0987  1.192
N1 1.4631 0.2385 -4.0926  -0.286
S1 2.3413 0.4219 -5.3810  0.432
O1 3.5645 1.1855 -5.2946  -0.260
O2 1.6356 0.4430 -6.6857  -0.288
F1 2.9261 -1.0515 -5.4893  -0.201
S2 0.9516 1.8647 -4.1721  0.600
O3 -0.1510 2.1094 -5.1767  -0.281
O4 1.8934 2.8898 -3.7866  -0.263
F2 0.1006 1.8133 -2.8195  -0.207
N2 0.4897 -0.3489 0.3940  -0.295
S3 0.8042 -0.5561 1.8616  0.444
O5 0.2767 -1.7739 2.4891  -0.295
O6 1.2993 0.4688 2.7540  -0.251
F3 2.3335 -1.1100 1.5458  -0.258
S4 -0.5298 1.0419 0.7017  0.578
O7 0.0854 2.3475 0.4431  -0.257
O8 -1.5618 0.9377 1.7402  -0.279
F4 -1.3541 0.8080 -0.6252  -0.216
C1 -2.5823 -2.2392 -0.6050  -0.141
O9 -1.6024 -3.2687 -0.7237  -0.047
H1 -3.0342 -2.0090 -1.5698  0.081
H2 -3.3656 -2.3255 0.1480  0.126
H3 -2.2310 -1.2546 -0.2961  0.070
C2 -1.6082 -3.7770 -5.4317  -0.084
C3 -0.9125 -2.5693 -5.8836  -0.430
C4 -1.6554 -1.2039 -5.4435  -0.125
O10 -1.6082 -0.8189 -4.0507  -0.239
C5 -2.4569 0.2862 -3.8587  -0.129
N3 0.3642 -2.6710 -5.2751  0.066
H4 -0.9845 -4.6687 -5.4942  0.083
H5 -2.5205 -3.8696 -6.0209  0.092
H6 -1.8393 -3.8087 -4.3669  0.088
H7 -0.8653 -2.6655 -6.9684  0.151
H8 -2.6530 -1.4219 -5.8247  0.124
H9 -1.1383 -0.4478 -6.0343  0.117
H10 -2.5344 0.6700 -2.8415  0.077
H11 -3.4968 0.0424 -4.0763  0.091
H12 -2.1872 1.1149 -4.5134  0.078
H13 0.6503 -3.6300 -5.4110  0.067
H14 0.9415 -2.0653 -5.8408  0.062
C6 5.9631 -0.6610 -1.5410  -0.038
C7 4.5673 -1.0020 -2.1489  -0.388
C8 4.6938 -2.3939 -2.8493  -0.157
O11 3.4995 -2.7380 -3.5677  -0.278
C9 3.6755 -3.9009 -4.2736  -0.131
N4 3.7148 -1.1013 -0.9996  0.069
H15 6.1312 0.3767 -1.2532  0.072
H16 6.8331 -0.9391 -2.1359  0.081
H17 6.1378 -1.1609 -0.5883  0.084
H18 4.2677 -0.2661 -2.8952  0.130
H19 4.8435 -3.1531 -2.0816  0.134
H20 5.4875 -2.2884 -3.5889  0.133
H21 4.5262 -3.7601 -4.9403  0.102
H22 2.7919 -4.1180 -4.8737  0.077
H23 3.7896 -4.7734 -3.6304  0.096
H24 3.9574 -0.2300 -0.5499  0.050
H25 4.0444 -1.8730 -0.4376  0.090
C10 -0.9591 2.6212 7.3458  -0.041
C11 -0.7484 1.8507 6.0138  -0.432
C12 -2.0132 1.7342 5.2307  -0.295
O12 -3.0028 1.0865 5.8786  -0.150
C13 -2.9564 -0.3006 5.6341  -0.092
N5 0.2903 2.3810 5.1108  0.064
H26 -1.3151 3.6387 7.1842  0.074
H27 -0.1631 2.4588 8.0725  0.078
H28 -1.9194 2.3299 7.7714  0.070
H29 -0.4952 0.8381 6.3280  0.123
H30 -1.8059 1.3259 4.2415  0.106
H31 -2.3014 2.7757 5.0880  0.135
H32 -3.4436 -0.7253 6.5118  0.089
H33 -1.9261 -0.6360 5.7528  0.082
H34 -3.4871 -0.7434 4.7913  0.087
H35 0.1936 3.3848 5.1670  0.067
H36 0.0780 2.0407 4.1838  0.035
C14 -0.5160 -4.1444 5.0050  -0.041
C15 -1.3319 -4.9537 3.9139  -0.378
C16 -2.8238 -4.6929 3.8436  -0.193
O13 -3.4914 -5.3739 2.7544  -0.178
C17 -4.8177 -5.6985 2.9289  -0.146
N6 -0.7236 -4.5854 2.6200  0.068
H37 0.5603 -4.3167 4.9992  0.077
H38 -0.9494 -4.3449 5.9849  0.069
H39 -0.5473 -3.0591 4.9088  0.060
H40 -1.2498 -6.0315 4.0545  0.135
H41 -2.9385 -3.6150 3.7290  0.117
H42 -3.2722 -4.7877 4.8326  0.123
H43 -5.2820 -6.1675 2.0613  0.089
H44 -5.4464 -4.8889 3.2996  0.084
H45 -4.8195 -6.4366 3.7309  0.084
H46 -0.5125 -3.5996 2.6819  0.013
H47 0.2469 -4.8532 2.7002  0.071
C18 3.4704 4.3036 -1.0429  -0.033
C19 3.9118 2.8373 -0.7080  -0.340
C20 4.2316 2.5288 0.8392  -0.141
O14 3.1737 3.1016 1.6668  -0.179
C21 3.5819 3.0785 2.9671  -0.177
N7 2.8411 1.9166 -1.1443  0.051
H48 4.0968 5.0965 -0.6343  0.073
H49 2.4581 4.5613 -0.7315  0.079
H50 3.4631 4.4287 -2.1257  0.067
H51 4.7916 2.4160 -1.1942  0.111
H52 5.1554 3.0449 1.1007  0.109
H53 4.4121 1.4951 1.1341  0.108
H54 4.3941 3.7309 3.2879  0.091
H55 3.6562 2.0829 3.4045  0.088
H56 2.7097 3.3854 3.5442  0.080
H57 2.0316 2.2955 -0.6738  0.030
H58 2.4991 2.2726 -2.0254  0.007
C22 -3.2202 4.8127 -2.0995  -0.076
C23 -3.2379 5.2400 -0.6352  -0.395
C24 -3.2355 3.9667 0.3448  -0.201
O15 -4.3353 3.1555 0.0783  -0.181
C25 -4.3738 1.9331 0.7945  -0.092
N8 -2.0437 6.0638 -0.4954  0.028
H59 -4.1170 4.3367 -2.4961  0.070
H60 -2.5256 3.9921 -2.2794  0.069
H61 -2.9696 5.6869 -2.7005  0.078
H62 -4.1046 5.8835 -0.4842  0.135
H63 -3.1023 4.2798 1.3803  0.117
H64 -2.3247 3.3735 0.2633  0.087
H65 -4.0431 2.0790 1.8228  0.083
H66 -3.7365 1.2164 0.2765  0.063
H67 -5.4250 1.6464 0.8255  0.091
H68 -2.0496 6.2639 0.4946  0.063
H69 -1.1999 5.5402 -0.6797  0.071

The molar mass comes out at 953.11 Da. The HOMO energy comes out at -8.608 eV. The energy above the lowest of the compared OMol25 structures with the same formula, charge and spin is 127.3 kcal per mole. The calculation puts the LUMO energy at -6.23 eV. As for the orbital gap: 2.382 eV. The energy is -130467.6661 eV.


[3]
Below is a single C5H8O molecule at a distorted geometry, with properties calculated with ωB97M-V/def2-TZVPD.

Last column: Löwdin charge in e.
Atoms and positions in Å:
C1 0.3315 1.2663 0.7294  0.015
C2 0.5046 -0.0006 0.3273  -0.384
C3 1.5447 -0.4296 -0.6775  -0.066
C4 -0.7331 -0.8340 0.5445  -0.114
C5 -1.7050 0.0020 -0.3228  -0.216
O1 -1.7371 1.2085 -0.3022  0.027
H1 -0.3357 1.5096 1.5514  0.075
H2 0.7542 2.1211 0.2115  0.080
H3 1.1802 -1.1570 -1.4146  0.074
H4 2.3994 -0.9005 -0.1726  0.077
H5 1.9346 0.4367 -1.2229  0.077
H6 -0.7031 -1.8797 0.2104  0.110
H7 -1.0925 -0.8347 1.5872  0.126
H8 -2.3427 -0.5081 -1.0491  0.119

The molar mass comes out at 84.12 Da. The HOMO energy comes out at -8.546 eV. The energy above the lowest of the compared OMol25 structures with the same formula, charge and spin is 49.4 kcal per mole. The calculation puts the LUMO energy at 0.81 eV. As for the orbital gap: 9.359 eV. The energy is -7360.1123 eV. Its structure (SMILES) is C=C(C)CC=O.


[4]
Below is 3 unconnected molecules or ions with the total composition C3H3BrNO2 at a distorted geometry, with properties calculated with ωB97M-V/def2-TZVPD.

Last column: Löwdin charge in e.
Atoms and positions in Å:
C1 1.3818 0.4605 0.7244  -0.338
C2 0.9395 2.9534 0.2759  -0.771
C3 0.1714 0.0755 0.0674  -0.101
N1 2.3765 0.6272 1.2706  0.149
O1 0.3183 2.9289 1.2530  0.090
O2 1.7971 3.0458 -0.4934  0.099
Br1 -1.1145 2.9411 -1.4729  -0.247
H1 0.3366 -0.8488 -0.4873  0.084
H2 -0.1633 0.8542 -0.6311  -0.056
H3 -0.6161 -0.0661 0.8058  0.092

As for the charge: -1. The molar mass comes out at 164.97 Da. The HOMO energy comes out at -4.333 eV. The energy above the lowest of the compared OMol25 structures with the same formula, charge and spin is 0.9 kcal per mole. The calculation puts the LUMO energy at 3.80 eV. As for the orbital gap: 8.130 eV. The energy is -78790.1058 eV.


[5]
Below is a molecular structure, C6H12N2O at a distorted geometry, with properties calculated with ωB97M-V/def2-TZVPD.

Last column: Löwdin charge in e.
Atoms and positions in Å:
C1 -0.1378 -1.8539 0.6822  -0.097
C2 1.4055 -0.9879 -0.1773  -0.199
C3 -0.2025 2.1988 -1.0244  -0.014
N1 -0.9471 -0.8101 1.1249  -0.072
C4 -0.2795 1.2912 0.1759  -0.404
C5 -1.2518 0.1647 0.1441  -0.307
N2 2.3378 -0.3948 0.7171  -0.022
C6 -2.1758 -0.0660 -0.7947  0.113
O1 0.2039 1.6170 1.2663  0.052
H1 -0.5725 -0.3482 1.9542  0.116
H2 1.9836 0.4559 1.1469  0.041
H3 2.5977 -1.0316 1.4563  0.067
H4 0.1970 -2.4991 1.4926  0.094
H5 -0.5518 -2.3648 -0.1812  0.081
H6 1.2575 -0.3998 -1.0820  0.077
H7 1.8076 -1.9220 -0.5710  0.069
H8 -0.1197 1.6306 -1.9517  0.082
H9 0.6551 2.8609 -0.9161  0.089
H10 -1.1027 2.8120 -1.0757  0.096
H11 -2.3424 0.6170 -1.6096  0.063
H12 -2.7619 -0.9698 -0.7769  0.074

The molar mass comes out at 128.17 Da. The HOMO energy comes out at -7.437 eV. The energy above the lowest of the compared OMol25 structures with the same formula, charge and spin is 65.9 kcal per mole. The calculation puts the LUMO energy at 0.10 eV. As for the orbital gap: 7.539 eV. The energy is -11441.8123 eV.


[6]
Below is a single C4H7NO molecule, with properties calculated with ωB97M-V/def2-TZVPD.

Last column: Löwdin charge in e.
Atoms and positions in Å:
C1 2.4148 1.4797 0.6952  0.007
C2 1.7792 0.6215 -0.0642  -0.181
N1 1.3044 -0.1921 -0.8453  0.100
C3 -0.0474 -0.6699 -0.7979  -0.280
O1 -0.7804 -0.0965 0.2459  -0.168
C4 -2.1061 -0.5652 0.2823  -0.114
H1 2.9401 1.1423 1.5808  0.052
H2 2.4041 2.5358 0.4528  0.052
H3 -0.5074 -0.4453 -1.7734  0.131
H4 -0.0023 -1.7658 -0.6938  0.131
H5 -2.5933 -0.0685 1.1224  0.090
H6 -2.6532 -0.3212 -0.6421  0.090
H7 -2.1525 -1.6549 0.4373  0.090

The molar mass comes out at 85.11 Da. The HOMO energy comes out at -8.888 eV. The energy above the lowest of the compared OMol25 structures with the same formula, charge and spin is 61.1 kcal per mole. The calculation puts the LUMO energy at 1.00 eV. As for the orbital gap: 9.891 eV. The energy is -7796.9937 eV. Its structure (SMILES) is C=C=NCOC.


[7]
Below is a single C3H6N4O molecule at a distorted geometry, with properties calculated with ωB97M-V/def2-TZVPD.

Last column: Löwdin charge in e.
Atoms and positions in Å:
C1 2.6710 -0.2787 -0.0144  -0.069
O1 1.4512 0.3460 0.0318  -0.022
C2 0.2756 -0.2128 0.0117  -0.423
N1 -0.1648 -1.4277 -0.0763  0.062
N2 -1.5612 -1.4716 -0.0257  0.034
C3 -1.8997 -0.2524 0.0361  -0.171
N3 -0.8069 0.6319 0.1056  -0.086
N4 -0.7933 1.9659 -0.1826  0.117
H1 3.1582 -0.1911 0.9689  0.093
H2 3.3895 0.4454 -0.4345  0.103
H3 2.6137 -1.3086 -0.3008  0.094
H4 -2.8641 0.2022 0.2124  0.117
H5 -1.0388 2.4296 0.6582  0.086
H6 0.1341 2.2283 -0.3056  0.065

The molar mass comes out at 114.11 Da. The HOMO energy comes out at -9.198 eV. The energy above the lowest of the compared OMol25 structures with the same formula, charge and spin is 79.5 kcal per mole. The calculation puts the LUMO energy at 0.61 eV. As for the orbital gap: 9.808 eV. The energy is -11213.3280 eV. Its structure (SMILES) is COc1nncn1N.